A molecular structure, C18H38OP2Re in a non-equilibrium geometry, computed with ωB97M-V with the def2-TZVPD basis set.

The calculation puts the calculated total energy at -1543.9310 Eh. Its net charge is +2. Its energy above the lowest of the compared OMol25 structures with the same formula, charge and spin is 92.3 kcal/mol. As for the spin multiplicity: 4. For the frontier orbital gap (alpha / beta), the calculation gives 6.017 / 6.744 eV.

Element x y z (Å)
1 P 0.16836 -1.97240 -0.63541
2 P 0.13461 1.69284 -2.29343
3 C -0.27457 -1.16018 -2.43238
4 C 0.46532 0.02201 -3.05875
5 H -1.36698 -1.00249 -2.45712
6 H -0.06645 -2.03043 -3.07369
7 H 1.55352 -0.16080 -3.08464
8 H 0.12496 0.16796 -4.10227
9 C -1.33195 2.26467 -3.17644
10 H -1.82791 3.05742 -2.60302
11 H -2.04994 1.44782 -3.32649
12 H -1.00511 2.66176 -4.14675
13 C 1.60648 2.54652 -2.99348
14 H 1.42506 2.72980 -4.06076
15 H 2.51054 1.93413 -2.88729
16 H 1.78087 3.50965 -2.49649
17 C -1.00708 -3.32835 -1.06046
18 H -1.03630 -4.13757 -0.33203
19 H -0.66950 -3.73829 -2.01493
20 H -2.01589 -2.92477 -1.17843
21 C 1.72218 -2.72416 -1.33173
22 H 2.44434 -1.92890 -1.56575
23 H 1.43518 -3.24100 -2.25392
24 H 2.16442 -3.44079 -0.62913
25 Re 0.36025 -1.51637 1.53356
26 C 0.11999 2.96344 -0.70979
27 C -1.24950 2.85395 -0.28738
28 C -1.72628 1.69297 0.51503
29 C -1.92701 0.31061 -0.17580
30 C -1.37500 -0.96735 0.45451
31 C 1.69186 -0.47283 0.30055
32 C 1.36209 0.75519 -0.43158
33 C 1.19810 2.16702 0.16315
34 C 0.46361 -3.54060 1.65688
35 H 0.47603 3.93656 -1.02692
36 H -1.94234 3.68303 -0.42476
37 H -2.74117 1.96300 0.86776
38 H -1.14680 1.52985 1.43667
39 H -3.02086 0.15053 -0.24057
40 H -1.63333 0.35265 -1.24091
41 H -2.21164 -1.69815 0.56278
42 H 2.74716 -0.79283 0.22250
43 H 0.29496 0.52814 -0.75473
44 H 2.05378 0.76782 -1.29872
45 H 0.93404 2.09008 1.22767
46 H 2.18819 2.64627 0.11700
47 H 1.24667 -3.64685 2.42817
48 H 0.70450 -4.22233 0.83246
49 H -0.47639 -3.87385 2.12358
50 C -1.26116 -0.26012 4.05147
51 C 0.15584 0.30645 3.96553
52 C 0.80204 0.57420 5.34374
53 O 0.94821 -0.58044 3.18134
54 H -1.42374 -0.69745 5.04419
55 H -1.43285 -1.06259 3.31064
56 H -2.00436 0.52934 3.88139
57 H 0.09516 1.31095 3.48440
58 H 0.86698 -0.33330 5.95410
59 H 1.79679 1.01706 5.23157
60 H 0.18207 1.29149 5.89535

Here are the Mulliken charges for atoms 1 to 4, given in e: atom 1 (P): 0.680, atom 2 (P): 0.861, atom 3 (C): -0.988, atom 4 (C): -1.130

=====

6 unconnected molecules or ions with the total composition C18H39F2NO13 in a non-equilibrium geometry, computed with ωB97M-V with the def2-TZVPD basis set.

The calculation puts the calculated total energy at -1941.3240 Eh. Its energy above the lowest of the compared OMol25 structures with the same formula, charge and spin is 48.7 kcal/mol. For the frontier orbital gap, the calculation gives 7.008 eV.

Element x y z (Å)
1 N -0.39148 -0.35890 -0.42419
2 H -0.02246 -0.90903 -1.24076
3 H -1.44857 -0.01388 -0.61051
4 H 0.32261 0.38000 -0.17852
5 H -0.60383 -0.81420 0.47947
6 O -0.85267 -3.28171 -0.44086
7 H -1.32254 -4.07163 -0.33187
8 C 0.19942 -4.64689 2.40099
9 C 0.70373 -3.26273 2.88939
10 O 2.09145 -3.57546 3.03195
11 C 2.35054 -4.66625 2.40544
12 O 3.47885 -5.08378 2.29690
13 O 1.35243 -5.28018 1.93327
14 F 0.04534 -2.68508 3.95678
15 H -0.53102 -4.68710 1.55740
16 H -0.11700 -5.16458 3.16016
17 H 0.55372 -2.63759 2.07345
18 C 4.39410 -1.60670 -0.80409
19 C 5.03573 -2.01352 0.50192
20 O 4.19024 -1.38209 1.46041
21 C 3.05455 -1.06843 0.93049
22 O 2.03592 -0.69908 1.53130
23 O 3.12043 -1.18078 -0.34906
24 F 6.43783 -1.59071 0.61560
25 H 4.34124 -2.37841 -1.67545
26 H 4.93376 -0.73579 -1.26649
27 H 5.17449 -3.05483 0.47791
28 C -0.76799 1.41795 2.94233
29 O -1.59202 0.32491 2.25911
30 C -2.88581 0.48380 2.33300
31 C -3.59560 -0.60034 1.44840
32 O -3.58172 -0.07287 0.30978
33 C -3.98863 -0.93201 -0.76604
34 C -4.02319 0.03830 -1.98474
35 O -2.80406 0.23612 -2.51776
36 C -2.67023 1.05599 -3.57620
37 H 0.30219 1.21248 2.87136
38 H -0.87129 1.56750 3.97629
39 H -1.05838 2.27054 2.61691
40 H -3.23299 1.59948 2.00566
41 H -3.23899 0.33832 3.30075
42 H -4.60743 -0.65031 1.72520
43 H -3.18963 -1.65753 1.67009
44 H -4.70303 -1.68094 -0.66190
45 H -3.13505 -1.49901 -0.78026
46 H -4.39173 0.87841 -1.84984
47 H -4.54413 -0.57710 -2.65823
48 H -3.21540 0.95614 -4.47208
49 H -1.66078 0.85756 -3.76319
50 H -2.58526 1.95477 -3.23697
51 C 1.82813 0.11508 -3.60455
52 O 1.75177 0.79087 -2.36411
53 C 2.78772 1.77803 -2.08950
54 C 2.56023 2.47316 -0.71902
55 O 1.39485 2.82517 -0.69820
56 C 0.98038 3.70071 0.38873
57 C -0.41569 4.21058 -0.02402
58 O -1.14677 3.09207 -0.23482
59 C -2.60639 3.39690 -0.32497
60 H 0.73843 -0.43047 -3.76609
61 H 2.48456 -0.55350 -3.45373
62 H 2.12362 0.76942 -4.50123
63 H 2.49590 2.53462 -2.88414
64 H 3.70788 1.40093 -2.12806
65 H 3.16230 3.26888 -0.53053
66 H 2.69911 1.69312 0.00792
67 H 1.74953 4.46635 0.50735
68 H 1.29240 3.22158 1.33304
69 H -0.41529 4.91745 -0.80927
70 H -0.75878 4.65904 0.98634
71 H -2.81347 3.99827 -1.09109
72 H -2.87641 4.05236 0.66179
73 H -3.20967 2.56654 -0.23455

Here are the Mulliken charges for atoms 1 to 4, given in e: atom 1 (N): 0.743, atom 2 (H): 0.327, atom 3 (H): -0.084, atom 4 (H): -0.129

=====

A molecular structure, C18H39N7P2V in a non-equilibrium geometry, computed with ωB97M-V with the def2-TZVPD basis set.

The calculation puts the calculated total energy at -2717.7057 Eh. Its net charge is +4. Its energy above the lowest of the compared OMol25 structures with the same formula, charge and spin is 50.7 kcal/mol. As for the spin multiplicity: 2. For the frontier orbital gap (alpha / beta), the calculation gives 5.798 / 7.040 eV.

Element x y z (Å)
1 V 0.38805 0.45711 0.15171
2 C 3.92465 -0.45539 1.33181
3 P 2.97055 0.31131 0.00061
4 C 3.48395 -0.51009 -1.55429
5 C 3.64735 1.99971 -0.23319
6 C 2.74985 2.71531 -1.22969
7 P 1.03005 2.77681 -0.58989
8 C 0.11855 3.40111 -2.03149
9 C 1.25325 4.16111 0.60201
10 H 4.96885 -0.50129 1.00711
11 H 3.57285 -1.46279 1.55421
12 H 3.86475 0.15401 2.23511
13 H 4.44995 -0.09309 -1.85179
14 H 2.77205 -0.34419 -2.36849
15 H 3.63295 -1.58059 -1.40829
16 H 4.67195 1.91711 -0.61439
17 H 3.69035 2.51691 0.72931
18 H 2.76725 2.21371 -2.20199
19 H 3.08385 3.74741 -1.38479
20 H 0.59565 4.32551 -2.36769
21 H -0.92725 3.60371 -1.82169
22 H 0.18355 2.66111 -2.83259
23 H 1.50475 5.03981 -0.00229
24 H 2.09745 3.94781 1.26141
25 H 0.40935 4.43661 1.23061
26 C -4.09685 3.93861 0.99251
27 C -2.70975 4.28641 0.48101
28 N -1.84205 3.11711 0.57281
29 C -2.29495 1.85851 0.46451
30 N -1.34505 0.86831 0.46321
31 C -1.81415 -0.49369 0.70421
32 C -3.25495 -0.55729 1.22091
33 C -4.08835 0.25731 0.24591
34 N -3.59675 1.62021 0.30841
35 C -4.58605 2.68561 0.28941
36 H -4.78785 4.75961 0.79991
37 H -4.06355 3.78041 2.07201
38 H -2.27725 5.10721 1.05131
39 H -2.77515 4.59741 -0.56549
40 H -0.94795 3.22751 1.03511
41 H -1.15705 -0.96479 1.46221
42 H -1.80965 -1.05219 -0.24889
43 H -3.34415 -0.13289 2.22451
44 H -3.59785 -1.59079 1.26281
45 H -5.14265 0.24691 0.52551
46 H -4.01255 -0.13379 -0.77589
47 H -5.49335 2.32031 0.78011
48 H -4.86095 2.90051 -0.75219
49 C -0.71555 -5.51589 -0.31989
50 C 0.74395 -5.68979 0.05651
51 C 0.97615 -5.83949 1.54361
52 C 1.69185 -4.65029 -0.61709
53 N 1.23545 -3.28219 -0.60229
54 C 0.51185 -2.61179 -1.52499
55 N 0.44735 -1.34969 -1.14499
56 N 1.11925 -1.28879 -0.01439
57 N 1.58705 -2.41879 0.33461
58 H -1.26755 -6.42799 -0.08839
59 H -0.85155 -5.32649 -1.38089
60 H -1.19165 -4.72619 0.26461
61 H 1.06985 -6.65089 -0.38449
62 H 0.59805 -4.99059 2.12041
63 H 2.02925 -5.97269 1.78191
64 H 0.43035 -6.70759 1.92101
65 H 1.84535 -4.92799 -1.66189
66 H 2.64965 -4.67229 -0.09169
67 H 0.08545 -3.03609 -2.41719

Here are the Mulliken charges for atoms 1 to 4, given in e: atom 1 (V): 0.684, atom 2 (C): -1.243, atom 3 (P): 1.121, atom 4 (C): -1.435

=====

A molecular structure, C18H39NO7P2S2Tl in a non-equilibrium geometry, computed with ωB97M-V with the def2-TZVPD basis set.

The calculation puts the calculated total energy at -2941.0454 Eh. Its net charge is +3. For the frontier orbital gap, the calculation gives 5.915 eV.

Element x y z (Å)
1 C 3.78289 -1.93892 3.30014
2 C 5.10399 -2.33675 2.64634
3 C 5.16593 -2.03477 1.14993
4 C 5.19255 -0.54522 0.80998
5 C 5.10806 -0.24155 -0.69838
6 C 3.98474 0.70494 -1.13260
7 C 4.00556 2.06322 -0.43749
8 C 2.93545 3.07093 -0.90651
9 C 2.00546 3.56554 0.20014
10 C 1.12429 2.49531 0.87054
11 C -0.30662 2.57718 0.31449
12 C -1.25185 1.40203 0.65055
13 C -1.93794 0.76164 -0.57763
14 C -3.43125 0.44001 -0.34751
15 C -4.34121 0.89329 -1.48265
16 P -6.07257 1.01119 -0.89977
17 N -7.10196 0.46785 -2.11345
18 O -4.43255 0.01537 -2.63781
19 S -5.06657 -1.38509 -2.38423
20 O -5.04551 -2.10490 -3.58718
21 O -6.37478 -0.92053 -1.70389
22 C -4.00925 -2.08740 -1.07015
23 P -2.52977 -2.86504 -1.95310
24 O -3.18882 -4.03224 -2.77998
25 O -2.14215 -1.74577 -3.00748
26 S -1.23769 -3.36101 -0.62445
27 C -3.85910 -1.00825 0.04710
28 C -3.07460 -1.52744 1.26807
29 O -3.68496 -0.95090 2.40881
30 O -2.63291 -0.60913 3.32658
31 H 3.56782 -0.87104 3.19697
32 H 3.79578 -2.15329 4.37021
33 H 2.95568 -2.50876 2.86882
34 H 5.25077 -3.40953 2.79164
35 H 5.93723 -1.83656 3.15883
36 H 6.07658 -2.48516 0.73838
37 H 4.33185 -2.51234 0.62306
38 H 6.17186 -0.17884 1.18636
39 H 4.42788 -0.00346 1.37194
40 H 4.98205 -1.19498 -1.22003
41 H 6.06019 0.15843 -1.07695
42 H 4.09557 0.87405 -2.20935
43 H 3.00659 0.22453 -0.99989
44 H 3.91996 1.91685 0.64667
45 H 4.98977 2.51565 -0.62942
46 H 2.35607 2.66237 -1.74481
47 H 3.45692 3.94482 -1.30497
48 H 2.63830 4.05839 0.94589
49 H 1.35041 4.35303 -0.18750
50 H 1.08202 2.66301 1.95018
51 H 1.54294 1.49220 0.71820
52 H -0.26754 2.73847 -0.76898
53 H -0.74017 3.47566 0.76534
54 H -2.01635 1.73012 1.36282
55 H -0.66909 0.63641 1.17316
56 H -1.39563 -0.13930 -0.87889
57 H -1.86791 1.47010 -1.41049
58 H -3.74529 1.03345 0.52853
59 H -4.01234 1.84464 -1.90936
60 H -6.43481 2.27291 -0.41865
61 H -6.31136 0.13069 0.14228
62 H -6.70350 0.30640 -3.04852
63 H -4.59516 -2.92113 -0.65917
64 H -2.82975 -4.91902 -2.61039
65 H -2.11679 -2.02821 -3.93619
66 H -4.87886 -0.92621 0.44334
67 H -3.16280 -2.61423 1.29648
68 H -2.01912 -1.26556 1.22014
69 H -2.79892 0.33394 3.46931
70 Tl 7.88230 1.35791 1.39658

Here are the Mulliken charges for atoms 1 to 4, given in e: atom 1 (C): -1.127, atom 2 (C): -0.539, atom 3 (C): -0.855, atom 4 (C): 1.052